# C2H4Cl2N2

A 2-piece molecular cluster, C2H4Cl2N2 overall (wB97M-V/def2-TZVPD, the Open Molecules 2025 dataset).

The calculation puts the HOMO energy (alpha / beta) at -8.7 / -8.7 eV. The energy relative to the best compared isomer or geometry (same formula, charge and spin) comes out at 3.352 eV. Its LUMO energy (alpha / beta) is -0.32 / -0.32 eV. The multiplicity is 1.

Structure (XYZ):
```
10
Properties=species:S:1:pos:R:3:forces:R:3
C 0.763 0.501 -0.067 1.014 1.801 -0.092
C -0.592 -0.030 -0.379 3.991 -1.624 -1.280
N 1.306 0.350 1.036 1.607 -0.083 0.837
N -1.339 -0.475 0.638 -1.280 -2.469 1.846
Cl 1.540 1.734 -1.348 -0.883 -1.519 1.013
Cl -1.415 0.632 -1.670 -0.901 0.506 -0.976
H 0.580 -1.318 -1.143 -1.756 1.576 0.751
H 2.305 0.661 1.273 -2.257 -0.356 -1.031
H -0.923 -1.158 1.328 0.007 1.625 -1.098
H -2.224 -0.897 0.332 0.460 0.544 0.030
```
Positions in Å, forces in eV/Å.